Formula: C18H15N3O5Tl
Source: OMol25
Level of theory: ωB97M-V with the def2-TZVPD basis set

Its charge is +1. The calculation puts the gap between HOMO and LUMO at 5.2 eV. The value obtained for the LUMO energy is -0.1930 Eh.

Last column: Mulliken charge in e.
CARTESIAN COORDINATES (ANGSTROEM)
Tl  1.15008  -1.40393  -0.62553  0.88
O  5.95437  -1.65076  0.29300  -0.40
C  4.99583  -2.21170  0.65013  0.82
O  4.07137  -2.71535  1.13879  -0.39
C  6.80045  1.45873  -2.47060  0.64
C  7.72614  1.95529  -1.65616  -0.85
C  7.10696  1.84239  -0.41623  -0.05
C  5.81192  1.31881  -0.24924  -0.36
C  5.05159  0.85498  -1.33632  0.56
N  5.65560  1.03167  -2.58229  -0.26
C  3.67913  0.32676  -1.20528  0.56
O  3.32186  0.19404  0.02785  -0.79
O  3.06733  0.08005  -2.25461  -0.72
H  8.71845  2.29908  -1.79185  0.46
H  7.63168  2.16272  0.49665  0.44
H  5.22386  1.44763  0.67305  0.41
C  -4.90674  -0.21111  1.50117  -0.97
N  -4.25555  -0.96450  0.51234  0.34
N  -2.88659  -1.03134  0.42588  0.26
C  -2.55234  -2.12590  -0.41692  0.47
O  -1.42479  -2.21206  -0.80386  -0.62
C  -3.78424  -2.82644  -0.65930  -1.18
C  -4.76049  -2.05683  -0.01200  1.05
C  -6.19924  -2.28892  0.08464  -1.50
C  -2.14807  0.14660  0.49889  -0.47
C  -1.37895  0.49181  1.63685  -0.55
C  -0.81598  1.73766  1.65597  -0.39
C  -1.05854  2.64044  0.63772  -0.34
C  -1.70938  2.28233  -0.51043  -0.84
C  -2.26234  0.98850  -0.58922  0.09
H  -5.82326  0.20405  1.10643  0.35
H  -4.27325  0.69971  1.88891  0.24
H  -5.14102  -0.82647  2.31891  0.43
H  -3.92301  -3.83748  -1.14215  0.32
H  -6.47224  -3.15088  -0.55241  0.33
H  -6.76621  -1.46262  -0.29538  0.37
H  -6.62287  -2.49053  1.02578  0.35
H  -1.21667  -0.11027  2.50259  0.52
H  -0.26422  2.11718  2.51168  0.43
H  -0.72189  3.67998  0.79479  0.39
H  -1.81344  2.96783  -1.36343  0.39
H  -2.78528  0.64886  -1.44881  0.53

Atoms 1-2, force components in eV/Å:
Tl -0.1 0.0 0.0
O -0.5 -0.6 -0.3